Entry 1:
A single C24H24ClN3O2 molecule. Source: OMol25; level of theory: wB97M-V/def2-TZVPD.

The value obtained for the molar mass is 421.928 g/mol. As for the SMILES: O=C(Nc1ccc(Oc2cccnc2)cc1)C1CCN(Cc2cccc(Cl)c2)CC1. The calculation puts the strongest force on any atom at 0.606 eV/A. The value obtained for the frontier orbital gap is 8.524 eV. As for the highest occupied orbital energy: -7.93 eV.

Atoms and positions in Å:
O (4.1990, 0.7146, 0.7841)
C (3.5061, 0.0127, 0.0784)
N (2.1558, 0.0672, 0.0041)
C (1.2868, 0.9332, 0.6651)
C (1.5948, 1.5468, 1.8761)
C (0.6447, 2.3140, 2.5236)
C (-0.6173, 2.4819, 1.9690)
O (-1.5432, 3.2492, 2.6471)
C (-2.8304, 2.8070, 2.6984)
C (-3.8435, 3.7408, 2.9085)
C (-5.1496, 3.2942, 2.9915)
C (-5.3986, 1.9357, 2.8624)
N (-4.4395, 1.0426, 2.6844)
C (-3.1914, 1.4612, 2.6113)
C (-0.9054, 1.9289, 0.7260)
C (0.0403, 1.1609, 0.0843)
C (4.1163, -1.0495, -0.8443)
C (3.5258, -2.4512, -0.5970)
C (2.5561, -2.8640, -1.7098)
N (1.7566, -1.7134, -2.0937)
C (0.4540, -2.0164, -2.6790)
C (-0.6703, -1.7154, -1.7128)
C (-0.6093, -2.1337, -0.3881)
C (-1.6328, -1.8335, 0.4929)
C (-2.7367, -1.1110, 0.0749)
C (-2.7949, -0.6951, -1.2446)
Cl (-4.1508, 0.2336, -1.7841)
C (-1.7780, -0.9931, -2.1377)
C (2.5562, -0.7783, -2.8768)
C (3.9870, -0.6662, -2.3254)
H (1.7290, -0.5627, -0.6840)
H (2.5730, 1.4120, 2.3066)
H (0.8671, 2.7786, 3.4713)
H (-3.5907, 4.7860, 3.0011)
H (-5.9591, 3.9898, 3.1494)
H (-6.4034, 1.5392, 2.9093)
H (-2.4381, 0.6946, 2.4812)
H (-1.8706, 2.0947, 0.2703)
H (-0.1880, 0.7279, -0.8765)
H (5.1823, -1.0543, -0.5975)
H (3.0051, -2.4575, 0.3623)
H (4.3274, -3.1886, -0.5393)
H (3.1131, -3.2635, -2.5729)
H (1.9014, -3.6582, -1.3469)
H (0.3088, -1.4235, -3.5869)
H (0.3988, -3.0736, -2.9723)
H (0.2464, -2.6896, -0.0399)
H (-1.5722, -2.1640, 1.5186)
H (-3.5346, -0.8666, 0.7584)
H (-1.8490, -0.6524, -3.1598)
H (2.6118, -1.0906, -3.9338)
H (2.0589, 0.1962, -2.8456)
H (4.6441, -1.3291, -2.8924)
H (4.3506, 0.3519, -2.4695)

Results of the Mulliken charge analysis, in e, for atoms 1 through 2:
1. O -0.70
2. C -0.02

=====

Entry 2:
A 5-piece molecular cluster, C24H24ClO8 overall at a distorted geometry. Source: OMol25; level of theory: wB97M-V/def2-TZVPD.

As for the charge: -1. The value obtained for the molar mass is 475.901 g/mol. The calculation puts the strongest force on any atom at 17.133 eV/A. The value obtained for the frontier orbital gap is 7.685 eV. As for the highest occupied orbital energy: -5.31 eV.

Atoms and positions in Å:
Cl (-0.9803, -1.0234, 0.8090)
C (3.6097, -2.6884, 0.5000)
C (4.3537, -2.3344, -0.7970)
C (4.0287, -1.1504, -1.3880)
C (3.2157, -0.1474, -0.8430)
C (2.3967, -0.4694, 0.3060)
C (2.5847, -1.6994, 0.9820)
O (1.7547, -2.0154, 1.9950)
O (4.8217, -0.7174, -2.4250)
H (3.7047, -3.5314, 1.0840)
H (5.0097, -3.0864, -1.0220)
H (3.2227, 0.9046, -1.4970)
H (1.8657, 0.1536, 0.8350)
H (1.0907, -1.6734, 1.6640)
H (4.5447, -0.2394, -2.9880)
C (-2.1363, 1.2576, 5.4430)
C (-2.3303, 0.6896, 4.0110)
C (-3.4983, -0.0354, 3.6560)
C (-4.5593, 0.1616, 4.6660)
C (-4.4733, 0.7206, 5.9580)
C (-3.2183, 1.2806, 6.3560)
O (-3.0883, 1.6916, 7.5970)
O (-3.7513, -0.5734, 2.5270)
H (-1.2863, 1.8116, 5.8460)
H (-1.5173, 0.9666, 3.3550)
H (-5.4913, -0.3024, 4.4450)
H (-5.2303, 0.7156, 6.6370)
H (-3.8203, 1.6176, 8.0010)
H (-2.8713, -0.2814, 2.1400)
C (0.3777, 3.7476, -2.1450)
C (-0.1473, 2.8426, -1.0770)
C (-1.0513, 3.3406, -0.0360)
C (-1.4433, 4.6526, -0.2490)
C (-0.9823, 5.5276, -1.2030)
C (0.0637, 5.1096, -1.9980)
O (0.8627, 5.8326, -2.7710)
O (-1.4533, 2.5936, 0.9740)
H (0.9947, 3.2626, -2.7620)
H (-0.1373, 1.6986, -1.1250)
H (-2.0953, 4.8976, 0.3950)
H (-1.1523, 6.6526, -1.3430)
H (0.6777, 6.8026, -2.6520)
H (-1.1983, 1.6926, 0.8310)
C (-0.7023, -4.0304, -3.7070)
C (0.2297, -4.2984, -4.9320)
C (1.4807, -3.7834, -4.7930)
C (1.9477, -3.0214, -3.8020)
C (1.0877, -2.8764, -2.6930)
C (-0.2273, -3.2464, -2.6930)
O (-1.0913, -2.8684, -1.6860)
O (2.4277, -3.8724, -5.8820)
H (-1.8353, -4.3814, -3.7290)
H (-0.2233, -4.6514, -5.8490)
H (2.9497, -2.7384, -3.6090)
H (1.5097, -2.2444, -1.8820)
H (-0.7903, -2.1794, -1.0520)
H (1.9717, -4.4654, -6.3840)

Results of the Mulliken charge analysis, in e, for atoms 1 through 2:
1. Cl -0.76
2. C -0.67

=====

Entry 3:
C24H24CuN4O5 as an isolated structure. Source: OMol25; level of theory: wB97M-V/def2-TZVPD.

As for the charge: -1. The value obtained for the molar mass is 512.025 g/mol. The calculation puts the strongest force on any atom at 0.168 eV/A. The value obtained for the frontier orbital gap is 6.448 eV. As for the highest occupied orbital energy: -4.13 eV.

Atoms and positions in Å:
Cu (1.4945, -1.1667, -2.6450)
C (-5.9701, 4.5032, 7.4561)
O (-5.9752, 3.3601, 6.6324)
C (-4.9448, 3.2328, 5.7376)
C (-3.9103, 4.1455, 5.5977)
C (-2.9169, 3.9096, 4.6522)
C (-2.9399, 2.7826, 3.8449)
C (-3.9881, 1.8679, 4.0002)
C (-4.9762, 2.0926, 4.9343)
N (-1.8757, 2.6477, 2.9175)
N (-1.9767, 1.6441, 2.1710)
C (-0.9741, 1.4373, 1.2450)
C (0.1469, 2.2595, 1.0916)
C (1.1232, 2.0211, 0.1513)
C (1.0523, 0.9113, -0.7311)
O (1.9214, 0.6566, -1.6060)
C (-0.1106, 0.0400, -0.5688)
N (-0.1603, -1.0174, -1.4082)
C (-1.1766, -1.8475, -1.3499)
C (-2.2186, -1.6728, -0.4228)
C (-2.1839, -0.6134, 0.4421)
C (-1.1040, 0.2978, 0.3910)
H (-6.8527, 4.4296, 8.0869)
H (-6.0244, 5.4234, 6.8663)
H (-5.0775, 4.5380, 8.0883)
H (-3.8583, 5.0370, 6.2063)
H (-2.1023, 4.6121, 4.5309)
H (-4.0075, 0.9852, 3.3775)
H (-5.7919, 1.3926, 5.0647)
H (0.2267, 3.1135, 1.7517)
H (1.9781, 2.6789, 0.0561)
H (-1.1671, -2.6590, -2.0687)
H (-3.0379, -2.3797, -0.4032)
H (-2.9694, -0.4525, 1.1673)
C (5.3487, -2.4250, -2.4384)
C (5.1393, -1.0059, -1.8954)
C (4.2185, -1.2565, -0.7150)
O (3.3137, -2.2425, -1.2032)
C (4.0826, -3.1695, -1.9718)
H (6.2405, -2.8815, -2.0022)
H (5.4424, -2.4308, -3.5215)
H (4.6121, -0.3996, -2.6326)
H (6.0702, -0.5091, -1.6187)
H (3.6338, -0.3925, -0.4139)
H (4.7749, -1.6550, 0.1475)
H (3.4533, -3.5013, -2.7949)
H (4.3358, -4.0348, -1.3473)
O (-0.2542, -3.3445, -4.1759)
C (0.7639, -3.0175, -4.7649)
C (1.1481, -3.5775, -6.1346)
C (2.4814, -2.9128, -6.4346)
C (2.7436, -2.0524, -5.1975)
O (3.7490, -1.3757, -5.0582)
N (1.7118, -2.1478, -4.3077)
H (0.3574, -3.3355, -6.8447)
H (1.2005, -4.6644, -6.0640)
H (2.4706, -2.2675, -7.3134)
H (3.3102, -3.6111, -6.5544)

Results of the Mulliken charge analysis, in e, for atoms 1 through 2:
1. Cu -0.27
2. C -0.84

=====

Repeat the third record exactly.
C24H24CuN4O5 as an isolated structure. Source: OMol25; level of theory: wB97M-V/def2-TZVPD.

As for the charge: -1. The value obtained for the molar mass is 512.025 g/mol. The calculation puts the strongest force on any atom at 0.168 eV/A. The value obtained for the frontier orbital gap is 6.448 eV. As for the highest occupied orbital energy: -4.13 eV.

Atoms and positions in Å:
Cu (1.4945, -1.1667, -2.6450)
C (-5.9701, 4.5032, 7.4561)
O (-5.9752, 3.3601, 6.6324)
C (-4.9448, 3.2328, 5.7376)
C (-3.9103, 4.1455, 5.5977)
C (-2.9169, 3.9096, 4.6522)
C (-2.9399, 2.7826, 3.8449)
C (-3.9881, 1.8679, 4.0002)
C (-4.9762, 2.0926, 4.9343)
N (-1.8757, 2.6477, 2.9175)
N (-1.9767, 1.6441, 2.1710)
C (-0.9741, 1.4373, 1.2450)
C (0.1469, 2.2595, 1.0916)
C (1.1232, 2.0211, 0.1513)
C (1.0523, 0.9113, -0.7311)
O (1.9214, 0.6566, -1.6060)
C (-0.1106, 0.0400, -0.5688)
N (-0.1603, -1.0174, -1.4082)
C (-1.1766, -1.8475, -1.3499)
C (-2.2186, -1.6728, -0.4228)
C (-2.1839, -0.6134, 0.4421)
C (-1.1040, 0.2978, 0.3910)
H (-6.8527, 4.4296, 8.0869)
H (-6.0244, 5.4234, 6.8663)
H (-5.0775, 4.5380, 8.0883)
H (-3.8583, 5.0370, 6.2063)
H (-2.1023, 4.6121, 4.5309)
H (-4.0075, 0.9852, 3.3775)
H (-5.7919, 1.3926, 5.0647)
H (0.2267, 3.1135, 1.7517)
H (1.9781, 2.6789, 0.0561)
H (-1.1671, -2.6590, -2.0687)
H (-3.0379, -2.3797, -0.4032)
H (-2.9694, -0.4525, 1.1673)
C (5.3487, -2.4250, -2.4384)
C (5.1393, -1.0059, -1.8954)
C (4.2185, -1.2565, -0.7150)
O (3.3137, -2.2425, -1.2032)
C (4.0826, -3.1695, -1.9718)
H (6.2405, -2.8815, -2.0022)
H (5.4424, -2.4308, -3.5215)
H (4.6121, -0.3996, -2.6326)
H (6.0702, -0.5091, -1.6187)
H (3.6338, -0.3925, -0.4139)
H (4.7749, -1.6550, 0.1475)
H (3.4533, -3.5013, -2.7949)
H (4.3358, -4.0348, -1.3473)
O (-0.2542, -3.3445, -4.1759)
C (0.7639, -3.0175, -4.7649)
C (1.1481, -3.5775, -6.1346)
C (2.4814, -2.9128, -6.4346)
C (2.7436, -2.0524, -5.1975)
O (3.7490, -1.3757, -5.0582)
N (1.7118, -2.1478, -4.3077)
H (0.3574, -3.3355, -6.8447)
H (1.2005, -4.6644, -6.0640)
H (2.4706, -2.2675, -7.3134)
H (3.3102, -3.6111, -6.5544)

Results of the Mulliken charge analysis, in e, for atoms 1 through 2:
1. Cu -0.27
2. C -0.84

=====

- strongest force on any atom of number 1 (C24H24ClN3O2)?
  0.606 eV/A